# C23H32FN3O4S

An isolated molecule of C23H32FN3O4S (ωB97M-V/def2-TZVPD, the Open Molecules 2025 dataset).

Output
Kohn-Sham gap: 8.7115 eV
LUMO energy: 0.4 eV
Highest occupied orbital energy: -8.3 eV

Structure (XYZ):
```
64
Properties=species:S:1:pos:R:3:forces:R:3
O 4.864 -0.078 -2.569 0.129 0.045 -0.205
C 4.038 -0.479 -1.774 -0.071 -0.087 0.214
N 4.084 -0.314 -0.431 -0.320 -0.283 0.189
C 5.071 0.311 0.334 0.398 0.270 0.108
C 4.831 0.425 1.705 0.051 -0.006 -0.195
C 5.760 1.026 2.531 0.242 0.114 -0.022
C 6.930 1.512 1.975 -0.048 -0.037 -0.104
C 7.188 1.411 0.621 0.013 0.072 0.408
C 6.255 0.809 -0.203 -0.082 -0.066 -0.122
H 6.439 0.723 -1.261 -0.002 0.002 -0.015
H 8.111 1.800 0.220 0.099 0.046 -0.021
F 7.843 2.101 2.780 -0.055 -0.033 -0.039
H 5.587 1.121 3.591 -0.003 0.015 0.104
H 3.910 0.039 2.115 -0.114 -0.044 0.059
H 3.277 -0.638 0.114 0.064 0.032 -0.319
C 2.794 -1.211 -2.237 -0.357 0.456 -0.284
H 3.016 -1.760 -3.152 -0.018 0.112 0.009
H 2.373 -1.879 -1.489 -0.118 0.005 0.020
S 1.490 0.011 -2.753 0.776 0.029 1.261
O 0.363 -0.810 -3.212 -0.706 -0.544 -0.637
C 1.019 0.601 -1.043 0.302 -0.059 -0.607
C 0.695 -0.496 -0.055 0.056 0.030 -0.401
O 1.594 -0.928 0.667 0.156 -0.033 0.298
N -0.553 -0.978 -0.018 -0.253 -0.040 -0.129
C -1.581 -0.546 -0.937 0.067 0.300 0.031
H -2.360 -1.311 -0.967 0.089 0.044 -0.038
H -1.171 -0.466 -1.948 -0.150 -0.023 0.135
C -2.209 0.789 -0.512 -0.051 -0.486 -0.269
O -1.831 1.411 0.458 0.197 0.170 0.299
N -3.198 1.190 -1.331 -0.152 0.013 -0.163
H -3.435 0.631 -2.136 0.108 -0.101 0.056
C -3.924 2.432 -1.157 0.109 0.137 0.159
H -3.481 2.904 -0.278 -0.075 -0.068 -0.147
C -5.435 2.173 -0.974 -0.092 0.141 0.024
C -6.138 3.021 -2.037 -0.036 -0.104 -0.063
C -5.112 3.118 -3.162 -0.025 0.201 0.088
H -5.082 2.184 -3.725 -0.016 -0.068 -0.084
H -5.325 3.929 -3.856 -0.007 -0.041 -0.119
C -3.804 3.327 -2.404 -0.032 -0.029 -0.063
H -3.718 4.369 -2.097 0.011 0.069 -0.007
H -2.924 3.073 -2.994 0.083 0.073 0.050
H -6.345 4.017 -1.645 -0.054 0.066 -0.009
H -7.079 2.578 -2.361 -0.086 0.061 0.024
H -5.640 1.114 -1.142 -0.006 -0.024 0.041
H -5.767 2.420 0.032 -0.020 -0.090 0.068
C -0.960 -1.867 1.074 0.457 -0.166 0.344
C -0.255 -3.223 1.004 -0.294 -0.130 -0.007
C -0.807 -4.139 2.092 0.255 0.035 0.053
C -0.621 -3.506 3.468 -0.337 -0.069 -0.010
C -1.301 -2.141 3.529 0.291 -0.007 0.023
C -0.746 -1.223 2.444 -0.321 0.030 0.057
H 0.320 -1.068 2.608 -0.010 0.027 -0.008
H -1.241 -0.250 2.465 0.046 0.019 -0.018
H -1.140 -1.688 4.508 -0.091 0.022 0.024
H -2.378 -2.263 3.391 -0.089 -0.002 0.053
H -1.035 -4.163 4.237 0.078 -0.021 0.050
H 0.446 -3.386 3.667 0.083 -0.021 0.059
H -0.295 -5.103 2.053 -0.075 -0.050 -0.030
H -1.870 -4.318 1.915 -0.069 -0.076 0.002
H 0.815 -3.078 1.156 -0.018 0.005 -0.062
H -0.407 -3.667 0.017 0.044 0.015 -0.044
H -2.035 -2.034 0.948 0.060 0.043 -0.040
H 0.195 1.297 -1.172 0.040 0.074 -0.137
H 1.893 1.146 -0.689 -0.050 0.033 0.106
```
Positions in Å, forces in eV/Å.


# C6H11N5

The ion C6H11N5 with charge +2 (ωB97M-V/def2-TZVPD, the Open Molecules 2025 dataset).

Output
Net charge: +2
Kohn-Sham gap (alpha / beta): 6.4507 / 6.4531 eV
LUMO energy (alpha / beta): -10.8 / -10.8 eV
Highest occupied orbital energy (alpha / beta): -17.3 / -17.3 eV

Structure (XYZ):
```
22
Properties=species:S:1:pos:R:3:forces:R:3
C 0.183 0.668 0.233 0.671 -1.800 2.092
C 1.244 -0.499 2.177 -2.105 -1.617 -0.242
C 0.487 -2.425 1.779 -1.559 -2.720 -1.175
C 0.417 -0.465 0.962 -0.950 0.339 -3.094
C -0.164 1.175 -1.041 -0.494 3.367 -3.140
C -0.794 -2.485 -0.215 -0.853 -1.769 -4.622
N 1.179 -1.741 2.633 2.628 3.047 1.846
N -0.261 0.381 -2.134 0.155 1.576 2.254
N 0.025 3.527 -0.285 0.207 1.801 -0.060
N -0.238 2.559 -1.218 0.086 -2.810 -2.292
N 0.034 -1.814 0.700 1.034 1.296 2.862
H 0.450 1.384 0.923 0.823 2.506 0.800
H 1.676 0.396 2.594 0.448 -0.242 0.426
H 0.237 -3.468 1.949 0.110 0.008 0.000
H -0.324 -2.263 -1.278 -1.477 -0.415 1.810
H -0.545 -3.590 -0.177 -0.453 1.233 0.342
H -1.962 -2.398 -0.211 2.360 0.444 0.357
H -0.194 -0.562 -1.886 -0.082 -1.602 -0.426
H -0.657 0.654 -3.002 -0.230 0.224 -0.747
H -0.611 3.567 0.511 -0.193 -0.190 -0.367
H 0.034 4.476 -0.761 0.093 -1.596 0.860
H -0.217 2.923 -2.251 -0.221 -1.079 2.514
```
Positions in Å, forces in eV/Å.


# C3H2F2O2

A cluster of 2 separate species, C3H2F2O2 in total (ωB97M-V/def2-TZVPD, the Open Molecules 2025 dataset).

Output
Kohn-Sham gap: 9.3977 eV
LUMO energy: 0.0 eV
Highest occupied orbital energy: -9.4 eV

Structure (XYZ):
```
9
Properties=species:S:1:pos:R:3:forces:R:3
O -0.641 -3.164 0.511 -0.030 -0.039 -0.117
C -0.433 -2.036 0.677 -0.236 -0.671 0.023
C -0.152 -0.792 0.936 0.318 0.983 0.375
F -1.037 0.216 0.701 -0.253 -0.225 -0.053
H 0.809 -0.466 1.293 0.090 -0.218 -0.002
O 1.076 0.578 -1.240 0.135 -0.155 -0.171
C 0.349 1.486 -1.077 -0.187 0.201 -0.306
F 0.658 2.504 -0.266 0.044 0.224 0.223
H -0.628 1.676 -1.536 0.119 -0.098 0.029
```
Positions in Å, forces in eV/Å.


# CH8N3

The ion CH8N3 with charge +1 (ωB97M-V/def2-TZVPD, the Open Molecules 2025 dataset).

Output
Net charge: +1
Kohn-Sham gap: 10.1445 eV
LUMO energy: -3.7 eV
Highest occupied orbital energy: -13.8 eV

Structure (XYZ):
```
12
Properties=species:S:1:pos:R:3:forces:R:3
N -0.027 -1.812 0.714 -1.089 0.551 -1.000
N 0.560 -0.619 0.144 0.820 -2.760 1.957
C -0.031 0.196 -0.805 2.418 0.264 1.086
N -0.405 1.601 -0.058 1.405 0.957 -0.697
H -0.236 -1.771 1.696 0.296 0.397 0.094
H 0.319 -2.747 0.443 0.115 1.337 -0.256
H 1.564 -0.757 0.190 -0.182 0.852 -0.597
H 0.725 0.375 -1.578 -0.644 0.744 0.005
H -0.933 -0.171 -1.155 -1.780 -0.625 -0.764
H -0.920 2.317 -0.611 0.880 -0.384 -0.130
H 0.482 2.033 0.403 -2.123 -0.969 -0.885
H -1.100 1.352 0.618 -0.116 -0.363 1.185
```
Positions in Å, forces in eV/Å.